Record 1
The following is a DFT calculation (the ωB97M-V functional and the def2-TZVPD basis) of a structure of composition C22H59F6HfNO23PS7 in a non-equilibrium geometry.

ΔE to the lowest compared entry with this formula, charge and spin = 0.000 eV
Charge = +3

Each line ends with the Löwdin charge.
Geometry (Å):
O -3.2581 -2.7609 1.7616  -0.248
C -4.1232 5.2850 -2.5905  -0.033
O -0.9784 -2.6819 -2.2013  -0.435
S 1.4805 3.3306 2.5600  0.578
H -3.8135 -4.4476 2.9097  0.134
C 1.5966 6.5297 4.6486  -0.063
O -0.1454 -0.3778 -2.9145  -0.442
O -1.4522 1.3660 -1.6017  -0.436
H -5.2369 -4.2897 -0.6657  0.098
O 0.6692 0.6395 -4.9455  -0.243
H 0.6952 -5.7436 -1.7895  0.091
O 1.1365 3.4033 1.1742  -0.291
S -4.0656 0.6918 0.8906  0.639
F 0.0445 -2.4750 0.8898  -0.095
H -3.8583 4.6127 -0.5983  0.128
H -7.4699 -1.4597 0.8180  0.091
C -7.2162 -1.3243 1.8706  -0.039
H 1.0888 -2.1176 -4.8316  0.075
O -2.8752 -2.3229 -0.5685  -0.424
O -2.0666 -4.8449 -2.6734  -0.223
N 1.0305 -0.5478 5.6926  -0.447
F 1.0516 0.4069 -0.0343  -0.111
O 0.9265 -0.1082 6.8150  0.093
O -4.8211 1.8586 0.6795  -0.192
H -0.1073 3.8427 -2.6852  0.096
O -2.6435 -4.6090 0.3276  -0.196
O 1.8530 -1.3511 5.3103  0.072
C 4.9325 -0.6088 0.1487  -0.111
H 9.4629 0.6685 2.2607  0.089
O -3.0953 0.2039 -0.1056  -0.424
H 1.5201 6.7608 5.7104  0.088
H 3.4251 2.7601 3.7453  0.083
O 0.5971 2.7974 3.5483  -0.285
F -0.3010 -0.3252 1.6176  -0.103
H 2.0262 -2.2485 -3.3564  0.086
H 2.9879 1.5009 2.5728  0.062
O 6.4494 1.5328 0.0628  -0.277
S 6.0771 0.4893 0.9640  0.555
H 2.2238 2.0403 -5.1550  0.129
C 9.3347 0.8773 1.1983  -0.063
H -2.7561 -0.1754 2.6469  0.062
H 0.8794 0.9320 -7.6407  0.089
O 7.2831 -0.5223 1.1248  -0.252
H -4.0444 -2.3567 4.2766  0.089
H -2.0784 -4.1757 2.7471  0.130
H -8.0735 -1.0390 2.4713  0.106
C 3.0688 2.5727 2.7350  -0.106
H 8.3936 0.0222 -0.5477  0.115
C 8.5560 -0.2183 0.5036  -0.246
H -2.3267 1.5244 2.2764  0.083
C 2.0603 5.1195 4.3457  -0.258
Hf -2.2418 -0.7010 -2.1513  2.366
C -5.0605 -3.5874 0.1523  -0.072
H 9.1335 -1.1404 0.5516  0.125
C -0.1326 3.6303 -1.6178  -0.067
H -2.3834 5.3027 -1.2290  0.122
S -0.8539 -4.1161 -2.5260  0.651
H 2.2983 7.2705 4.2565  0.083
H -0.0805 4.5508 -1.0411  0.095
S -3.3202 -3.3775 0.3518  0.615
O -5.0049 -0.5333 1.1652  -0.263
H 3.7231 3.0532 2.0133  0.083
C 0.1943 -4.8973 -1.3236  -0.043
H -3.8092 1.1876 3.1662  0.099
H -5.7853 -0.1838 3.0850  0.129
C 0.0641 -0.0653 4.6634  0.028
C -3.0785 -2.8519 4.1470  -0.031
H -5.5400 -3.9793 1.0442  0.092
C -3.0348 -3.6819 2.8952  -0.183
O -1.8190 2.9738 0.2373  -0.191
H 0.7098 2.9839 -1.3604  0.078
H -4.0425 6.3622 -2.4535  0.098
C 1.8252 -1.6072 -4.2101  -0.065
H 5.2936 -0.7060 -0.8687  0.070
H 10.3019 1.0354 0.7289  0.089
C 0.5439 -5.2073 -5.9551  -0.041
H -5.1613 5.0068 -2.4216  0.086
C -6.1422 -0.2858 2.0572  -0.219
O 2.0930 0.6253 -2.9299  -0.177
H -0.4377 -5.2392 -0.5098  0.078
C -0.0114 -5.4502 -4.5676  -0.228
O 1.8466 4.8277 2.9469  -0.240
F 1.8312 -1.1427 1.4410  -0.065
H 3.1302 5.0364 4.5446  0.126
O -2.7507 3.3710 -1.9504  -0.243
H 0.6314 -6.1861 -6.4268  0.104
C 1.7645 1.2515 -5.7443  -0.186
H 1.5679 -4.8408 -5.8846  0.087
H -0.4037 0.8658 4.9501  0.088
H -6.5911 0.6982 1.8998  0.127
H 2.4879 0.4979 -6.0479  0.123
S -1.5791 2.7630 -1.1234  0.632
H -2.9459 -3.4452 5.0485  0.109
H 0.6283 6.7705 4.2075  0.083
H 1.7401 2.4294 -7.5647  0.102
H 0.6512 0.0810 3.7639  0.062
H 2.6878 -1.3195 -4.8027  0.090
H 0.9333 -4.1542 -1.0282  0.076
S 1.1153 -0.0909 -3.6436  0.640
H -0.5948 -0.9110 4.4774  0.073
H 4.9057 -1.5142 0.7478  0.076
H -3.8356 4.9444 -3.5815  0.085
H 1.5137 4.4745 5.0340  0.117
O -0.0113 -4.1804 -3.8434  -0.253
H -6.8368 -2.3122 2.1469  0.073
H 0.1063 2.2346 -6.7822  0.086
C 1.0752 1.7892 -6.9903  -0.041
H 0.5492 -6.2217 -4.0320  0.130
P 0.5900 -1.0318 0.4962  0.206
C -3.2422 4.6859 -1.4941  -0.199
H 3.9584 -0.1243 0.2075  0.046
C -3.1421 0.8092 2.3932  -0.059
F 1.3390 -1.6960 -0.7714  -0.130
H -0.9932 -5.9195 -4.6555  0.128
H 8.7469 1.7959 1.1566  0.071
H -5.4851 -2.6336 -0.1526  0.061
O 5.5905 0.8360 2.2578  -0.265
H -0.1220 -4.5582 -6.5152  0.089
H -2.3287 -2.0632 4.0710  0.056
F -0.8130 -0.8252 -0.5042  -0.289

Record 2
The following is a DFT calculation (the ωB97M-V functional and the def2-TZVPD basis) of a cluster of 7 separate species, C22H59F6N3O11P in total in a non-equilibrium geometry.

2S+1 = 2
Charge = 0
⟨S²⟩ = 0.754

Each line ends with the Löwdin spin population.
Geometry (Å):
H 2.0126 -2.3745 -0.5068  0.000
H -1.7701 -0.2790 -5.4235  0.000
O 3.8525 1.3590 -5.5523  0.000
C 2.4110 1.2671 -5.3691  0.000
C 2.1510 0.5383 -4.0560  0.000
F -2.6670 0.5973 -1.6460  0.000
H 1.0631 2.3198 0.8687  0.000
F -2.5623 -0.4788 0.3602  0.000
H 2.3633 0.0384 4.0076  0.000
P -1.4563 0.4174 -0.5068  0.000
C 5.7052 0.1400 5.6741  0.064
H 4.3553 1.7900 1.4913  0.000
H -3.5368 0.2232 -5.3377  0.000
O -0.5284 2.5057 2.6241  0.000
C 4.5149 0.9586 2.1779  -0.001
O 4.9626 -2.1457 6.5277  0.013
C 0.7794 3.3722 0.8798  0.000
H 5.3338 2.2544 -6.7080  0.000
H -8.9216 0.9816 0.4736  0.000
H 3.6653 2.7666 -6.8990  0.000
H -5.6383 -1.5439 -4.6954  0.000
N 2.6022 -0.8666 -4.1588  0.000
C -2.6568 -0.1380 -4.8055  0.000
H -5.2265 0.4136 -1.7363  0.000
O -3.4577 -3.6599 -0.6549  0.000
H 5.7823 2.0238 3.7058  0.027
C -3.7093 -0.3845 3.0018  0.000
H 2.0153 0.7469 -6.2414  0.000
H -2.8865 -0.8843 2.4907  0.000
H 1.1097 0.6571 -3.7563  0.000
C -6.7418 -0.2218 -0.4221  0.000
N -5.9982 -1.3398 -2.5657  0.000
H -1.0278 2.0855 1.9201  0.000
C 2.3123 0.5773 3.0615  0.003
H 6.4422 0.8954 5.9463  0.019
C -3.4606 1.1255 3.3713  0.000
H 3.5809 -0.9062 -4.4055  0.000
C -3.7844 -1.8476 -3.6210  0.000
O 3.3070 0.0960 2.1051  0.009
H -0.7256 4.4379 1.8865  0.000
H -4.3069 1.6501 3.8149  0.000
H 5.3176 0.6521 1.5073  0.000
C 2.6002 -3.2903 -0.4422  0.000
H 1.3230 0.3686 2.6543  0.001
H 4.1652 1.1270 -7.5417  0.000
H 2.2938 1.6245 3.3631  0.001
H 1.9035 -4.0307 -0.0491  0.000
F -2.1080 1.6680 0.3434  0.000
H -3.5478 -1.7955 -2.5583  0.000
F -0.4330 1.3407 -1.3994  0.000
C 4.6342 -2.7391 5.2405  0.007
H 5.3411 -0.7907 3.6706  0.021
H 0.7271 4.1917 2.8740  0.000
H -4.2928 -0.4672 2.0848  0.000
O -2.6855 -1.5324 -4.5610  0.000
F -0.9079 -1.0129 -1.1830  0.000
H 4.2091 1.6861 4.3362  0.024
H 2.6345 3.6481 0.8228  0.000
H -1.6720 1.5553 3.8850  0.000
C -5.1696 -1.1498 -3.7937  0.000
H -7.1034 -1.1358 0.0490  0.000
O -7.8234 0.4548 -1.1546  0.000
C -8.3747 1.4708 -0.3324  0.000
H 6.1351 -0.7333 7.4264  0.000
H 5.5119 -3.2199 4.8086  0.000
H -3.9474 -1.8608 4.2273  0.000
C 4.3077 1.8941 -6.7805  0.000
N 5.6688 0.0385 4.1452  0.713
H 0.0807 3.4106 0.0441  0.000
H -3.1341 1.5394 2.4172  0.000
O 2.8340 -3.7395 -1.8136  0.000
H 4.7880 0.6174 6.0189  0.023
H 3.1318 -3.4817 -3.6607  0.000
H 1.8199 2.1588 -5.1603  0.000
C 6.0040 -1.2231 6.4616  0.001
H -7.5350 2.0445 0.0600  0.000
H 1.3878 -1.7651 -2.5656  0.000
F -0.3158 0.2410 0.6677  0.000
H 6.9462 -1.7342 6.2638  0.000
H -5.1284 -0.0790 -3.9935  0.000
C 0.0400 3.7170 2.1735  0.000
O 1.8805 4.2037 0.6123  0.000
H -4.8008 -0.9009 -0.6427  0.000
H -2.4980 0.4707 -3.9154  0.000
H 4.1982 -2.0215 4.5454  0.003
H 3.9840 -3.5875 5.4539  0.001
O -4.4571 -1.1154 3.9013  0.000
H -3.8773 -3.3800 -1.4684  0.000
C 4.9887 1.2767 3.6938  0.070
H -8.9385 1.9715 -1.1195  0.000
O -2.3951 1.1279 4.3499  0.000
H -3.9263 -2.8781 -3.9468  0.000
H -2.9470 -2.9004 -0.3746  0.000
H 2.7103 -0.7999 -2.0663  0.000
C -5.5561 -0.5490 -1.3454  0.000
H 4.3258 -2.7155 -2.6203  0.000
H 3.4447 -3.1765 0.2375  0.000
H -6.9502 -1.0222 -2.6797  0.000
H 2.6302 1.1497 -3.2915  0.000
C 3.2573 -2.8769 -2.7626  0.000
H -6.3838 0.4279 0.3765  0.000
C 2.4250 -1.5401 -2.8138  0.000

Record 3
The following is a DFT calculation (the ωB97M-V functional and the def2-TZVPD basis) of a structure of composition C22H60F2N3O18RbS2 in a non-equilibrium geometry.

2S+1 = 2
Charge = -1
⟨S²⟩ = 0.752

Each line ends with the Löwdin spin population.
Geometry (Å):
H 1.6342 -1.7350 5.0644  0.000
C -3.2318 2.0224 -0.7946  0.003
H -3.5409 0.9069 5.9003  0.000
H 0.3582 -5.0741 -0.1905  0.001
H 0.0274 -0.3329 10.1057  0.000
H -0.2962 -0.3488 2.1164  0.009
C -3.2636 -0.7165 4.3419  0.003
C 2.8749 4.5891 0.3259  0.001
H 0.9159 -6.7460 -1.6713  0.000
C -1.1945 1.5109 6.8017  0.002
H 2.1205 -5.0123 -6.9046  0.000
H -1.7203 2.4645 6.7545  0.001
H -3.1923 -0.1646 3.4047  0.003
C -2.6480 -2.6714 3.1690  0.001
C 0.4897 0.0058 -4.6671  0.000
H -1.5734 1.5589 0.1563  0.006
H -1.1370 5.2920 -4.1611  0.000
F -2.1864 -1.5081 0.1831  0.021
H -0.9331 -0.2510 7.9433  0.000
H 0.7770 6.0417 -3.1804  0.000
C 2.3274 1.0380 -5.9396  0.000
S 0.7190 0.7525 -0.4383  0.158
C -4.3934 2.9638 -0.4025  0.001
O 0.3767 1.7280 -1.5080  0.044
C 2.1355 -3.9423 -6.6973  0.000
H 3.0903 3.7855 -1.4025  0.000
H -1.0373 4.2648 -2.7519  0.001
H -2.4664 -3.7446 3.2278  0.000
H 3.6125 -5.9638 -1.7631  0.000
H -3.9850 3.9444 -0.6468  0.000
O -4.6711 2.6770 1.0305  0.004
H -0.8818 -0.0589 5.6850  0.000
C -0.5600 4.4868 -3.7063  0.001
H 1.5519 3.2643 -3.2022  0.000
C -2.8064 0.1527 5.6176  0.001
H 3.3066 5.3301 2.2302  0.000
C -0.5188 -2.9599 -5.0791  0.001
O 2.8225 -5.9230 -1.2192  0.000
N -1.4807 0.7457 5.5666  0.002
H 1.8626 4.3143 0.6225  0.001
O 0.2463 -6.1183 -1.9528  0.000
H 2.9051 5.4494 -0.3427  0.000
H 1.1974 -0.5708 -4.0715  0.000
H -0.2233 -4.7999 -6.0391  0.000
H 1.3321 -1.2881 1.9884  0.001
H -2.9916 -0.5051 6.4668  0.000
F 1.3340 1.7041 0.6910  0.013
O -0.7965 1.3306 9.1409  0.000
H 3.1249 -3.1619 3.5547  0.000
O -0.0608 -2.2481 -0.1997  0.044
C 0.8330 5.0289 -3.5794  0.000
H 1.3360 5.0700 -4.5455  0.000
C -1.4100 0.7175 8.0935  0.000
S -0.7873 -1.0450 -0.5104  0.192
O 0.8917 -3.3217 -7.1281  0.000
N -1.2001 -1.6678 -5.4517  0.001
H -5.2840 2.7785 -1.0029  0.000
H -0.2692 0.3352 -3.9574  0.000
H -1.5393 0.2949 10.7430  0.000
H -1.8768 -1.2724 -4.8145  0.002
C 3.7573 4.6003 1.5575  0.001
O -0.4395 3.3044 -4.5412  0.000
O -2.1058 2.3367 -0.0256  0.013
H -4.2885 -1.0838 4.3951  0.000
O 3.1906 -2.2332 3.7888  0.001
H -0.1757 1.8733 6.6646  0.001
H 0.0849 -4.0356 -1.6482  0.001
C 0.8929 -1.4855 2.9663  0.003
O 3.4855 3.3686 2.1444  0.002
H 0.4807 -2.8785 -4.6520  0.000
H -0.3881 2.5483 -3.9518  0.000
H 2.5051 0.0911 -6.4494  0.000
O 1.8125 -0.1723 -0.6374  0.111
O 3.4076 3.5652 -0.5236  0.002
H 2.9459 -3.5755 -7.3273  0.000
Rb -0.5343 2.3310 2.8168  0.073
H -2.0827 -2.1184 2.4189  0.000
C -0.1748 -0.6421 -5.8972  0.000
H 0.3936 -2.4478 2.8539  0.000
H -3.6011 -2.7704 2.6495  0.000
H 3.6419 2.7897 1.3947  0.000
H -0.0201 1.2730 10.8697  0.000
C -0.5859 0.5510 10.2809  0.000
H 2.4084 -3.6796 -5.6752  0.000
H -3.1488 2.2602 -1.8551  0.000
H 4.7859 4.8385 1.2866  0.000
H -1.1033 -3.6109 -4.4288  0.001
O -1.0410 -0.9377 -1.9717  0.113
H 2.3246 -4.5520 -2.5608  0.000
N -0.4559 0.2958 0.4714  0.137
H 2.4010 -0.4710 4.0489  0.001
H 0.5555 -0.8943 -6.6660  0.000
H 2.6527 -3.8405 -1.0755  0.000
C 1.9798 -1.4763 4.0635  0.001
H -3.8581 2.3551 1.4268  0.003
H 3.2207 1.3050 -5.3748  0.000
H 2.1610 1.8462 -6.6518  0.000
O 1.3016 1.2030 -4.8921  0.000
H -0.6927 0.1796 -6.3918  0.000
O 1.5929 4.1441 -2.8204  0.002
H -1.1553 -3.5237 -6.9871  0.000
O -2.5806 -1.9025 4.3132  0.001
H -3.4913 0.9725 -0.6589  0.000
C 2.1208 -4.6923 -1.4993  0.000
H -2.4780 0.7408 8.3104  0.000
O -0.0390 -0.4764 3.0325  0.013
C 0.5921 -4.9110 -1.2425  0.001
C -0.3008 -3.7588 -6.3524  0.000

Record 4
The following is a DFT calculation (the ωB97M-V functional and the def2-TZVPD basis) of a structure of composition C22H60F3O11S9 in a non-equilibrium geometry.

ΔE to the lowest compared entry with this formula, charge and spin = 44.385 eV
Charge = -1

Each line ends with the Löwdin charge.
Geometry (Å):
H 1.2512 2.1228 -1.6974  -0.082
O 0.2633 2.3990 2.6676  -0.543
H -0.0268 0.3425 -3.1829  -0.011
H -1.0043 1.6478 -1.6364  0.036
C -0.8107 -0.2761 -0.8589  -0.208
S 2.0560 -0.2419 -2.2507  0.943
C 4.8339 -1.1000 2.1590  -0.161
H -2.9073 -0.3986 -0.1004  0.040
H 0.5932 2.6913 -6.0012  0.051
H -2.1867 -4.8734 2.7253  0.050
H 1.7641 -2.7275 5.9361  0.030
C -1.6792 0.7973 -1.5402  -0.075
H 0.3306 -6.4560 2.2760  0.057
H 0.8944 1.2340 -5.2103  0.018
H 3.5574 -1.2660 -3.9197  0.055
H -3.9673 1.8473 -5.1482  0.057
O 1.7576 -0.3728 4.0615  -0.464
C -1.5260 -4.0210 2.8834  -0.227
H 3.1771 -0.7734 -0.4823  0.017
H -2.5494 -1.9240 0.6045  0.072
H -2.9281 2.4150 -3.8677  0.057
F 1.3242 -2.7125 1.8410  -0.180
C 0.7507 2.0165 -0.1550  -0.318
H -0.2368 2.4524 -2.3481  0.051
H -0.0513 1.7930 0.5485  0.057
S -2.1501 0.1926 -4.5012  0.887
H 5.3217 -0.1331 2.0362  0.041
C 3.4458 -0.2976 -3.4320  -0.197
H -3.4018 2.1178 1.9590  0.015
C -1.1846 3.9557 0.8668  -0.252
H 0.9639 4.1985 1.8331  -0.008
H -0.8846 3.4963 -0.0751  0.027
H 2.9165 -3.2013 3.9599  0.054
H 5.0919 -1.7230 1.3026  0.033
C 0.5766 2.2556 -5.0022  -0.265
O -0.6961 0.0942 0.5556  -0.285
C 3.1756 0.0249 0.2599  -0.323
H -0.4903 2.2314 -4.7799  -0.012
S 1.6518 3.2070 -3.8228  0.914
C 2.2127 -2.9213 3.1761  -0.404
H 2.6342 4.3553 2.1672  0.054
C 0.7485 -2.5511 5.5820  -0.262
H 0.0239 -1.4201 -3.0174  0.081
H -2.6338 -1.5097 -6.1433  0.048
H 0.7967 3.8235 -1.6707  0.090
H -2.1582 1.2625 1.0193  0.020
C 0.7493 2.9088 -2.2616  -0.319
S 2.9634 -0.8175 1.8668  0.994
H 0.1778 -1.8777 6.2214  0.036
H 0.8288 -0.5881 -4.3832  0.050
O 0.1154 0.1227 2.6286  -0.252
H 0.3352 -3.5545 5.4790  -0.080
H 5.1328 -1.6206 3.0688  0.047
C -2.9316 1.8656 -4.8092  -0.218
C 0.1952 -2.2128 1.3772  -0.557
O -5.4247 -1.4734 1.2181  -0.611
H 0.1123 -0.3358 -1.4356  0.021
H 1.7907 -3.9106 2.9993  -0.019
O -2.8981 -0.5106 -3.3801  -0.512
H -2.1994 4.2891 0.6495  0.044
O 1.3468 4.7032 -3.9311  -0.585
O 2.2483 1.5382 2.0146  -0.571
H -0.7208 4.9223 1.0633  0.045
H -2.3536 0.9674 2.8239  0.078
H 2.6653 -2.5908 2.2412  -0.010
S 0.9471 -1.6723 3.8721  1.011
H -1.9671 0.4691 -2.5389  -0.042
H -3.8515 1.3665 0.8141  -0.008
S -4.3266 -0.6943 1.9170  0.908
C 0.8918 -5.6375 2.7270  -0.226
H 2.0099 4.8867 0.6208  0.036
O -0.6263 -5.6638 4.8577  -0.532
O 2.1734 1.1347 -1.6217  -0.665
H 0.8907 1.2014 -0.8650  0.001
C -2.9047 -0.4564 -6.0703  -0.224
H -2.0893 -3.2167 3.3566  0.093
H 0.5828 2.9118 -0.7535  -0.028
C -4.7562 0.9586 1.2648  -0.289
H -1.3430 -1.2261 -0.9051  0.113
H 1.3626 -4.9682 2.0069  0.033
F 0.1161 -2.6850 0.1577  0.187
H 2.3543 0.7140 0.0632  -0.054
F -0.7901 -2.6684 2.1513  -0.073
H -5.0273 1.5796 2.1186  0.051
C 1.9431 4.0939 1.3659  -0.250
H 1.1816 -0.1931 1.0317  0.077
S 2.3262 2.4153 0.7435  1.014
H 1.6851 -6.1886 3.2321  0.062
C 0.2361 -0.5886 1.4028  -0.338
H -3.9884 -0.3395 -6.0792  0.056
H -2.4713 0.1218 -6.8864  0.050
H -1.9226 -0.2869 1.1743  -0.022
H -5.5922 1.0782 0.5757  0.071
C -2.7759 -0.8898 0.8638  -0.240
S -0.0529 -4.6262 3.9570  0.869
O 2.4622 0.2808 2.8249  -0.525
H -2.3428 2.4660 -5.5027  0.047
H 4.0596 0.6494 0.3888  0.058
H -2.5496 1.1845 -1.0106  0.099
C 0.5951 -0.5422 -3.3196  -0.263
C -2.4063 1.6755 1.9970  -0.322
S -1.1807 2.9472 2.4253  0.961
H 3.1763 0.4680 -4.1596  0.033
H 4.4517 -0.0933 -3.0652  0.066
H -1.2543 -3.8643 1.8395  0.051

Number 1: DFT total energy -6433.8910 a.u.. Number 2: DFT total energy -2805.8116 a.u.. Number 3: DFT total energy -3412.6921 a.u.. Number 4: DFT total energy -5583.2114 a.u..